# 1
{"formula": "C3H5N3O", "method": "ωB97M-V/def2-TZVPD", "lumo_ev": 0.68, "de_lowest_ev": 2.260, "total_energy_ev": -9708.324, "e_homo_ev": -9.33, "charge": 0, "smiles": "Nc1conc1N", "species": ["O", "H", "N", "N", "N", "C", "H", "H", "H", "C", "C", "H"], "positions_angstrom": [[1.4671, -1.7140, -0.0411], [-1.9744, 0.4535, -0.0350], [0.1263, -1.8841, 0.3049], [-1.6858, -0.3290, 0.5424], [0.2983, 1.6895, -0.2468], [1.7102, -0.4216, -0.2894], [-0.4460, 1.8089, -0.9376], [-2.3489, -1.0894, 0.5006], [-0.0743, 2.0374, 0.6373], [0.5840, 0.3076, -0.1078], [-0.3778, -0.6807, 0.2603], [2.7213, -0.1781, -0.5879]], "forces_ev_per_angstrom": [[0.19, 0.02, -0.03], [-0.12, -0.19, 0.24], [-0.26, 0.33, 0.02], [-0.10, -0.14, -0.12], [-0.18, 0.05, -0.01], [-0.09, 0.14, 0.03], [0.37, 0.16, 0.11], [0.06, -0.02, 0.03], [0.17, 0.06, -0.23], [0.10, -0.29, -0.07], [0.04, -0.12, -0.06], [-0.18, 0.02, 0.08]], "nbo_charge": [-0.285, 0.373, -0.186, -0.804, -0.814, 0.144, 0.357, 0.393, 0.371, -0.045, 0.282, 0.214]}



# 2
{"formula": "C3H5N3O", "method": "ωB97M-V/def2-TZVPD", "lumo_ev": [0.03, 0.14], "de_lowest_ev": 6.830, "total_energy_ev": -9703.754, "e_homo_ev": [-6.52, -6.53], "charge": 0, "species": ["C", "O", "N", "H", "C", "C", "H", "N", "H", "N", "H", "H"], "positions_angstrom": [[0.1567, -0.6713, -0.7151], [-1.0455, -2.7181, 2.7824], [-0.5459, 0.5954, 0.9858], [-0.2803, 1.3359, -1.1759], [0.1473, 0.7780, -0.2228], [-0.7130, -1.4105, 0.0233], [-0.7145, 1.4127, 1.5805], [-1.1963, -0.5855, 1.0937], [0.6602, -0.7959, -1.6475], [-0.5587, -1.6716, 2.7352], [1.2853, 1.1686, -0.0253], [-0.9379, -2.4802, -0.0815]], "forces_ev_per_angstrom": [[-0.76, 0.54, 0.49], [0.45, 1.46, -0.31], [-0.06, 1.37, 0.40], [0.24, -0.15, 2.26], [3.28, -0.63, -1.99], [1.56, 1.77, -0.14], [-0.69, -1.19, -0.26], [-0.82, -2.02, 1.13], [0.12, -0.91, -0.36], [-0.51, -0.44, -0.88], [-2.56, -0.63, -0.67], [-0.25, 0.82, 0.33]], "nbo_charge": [-0.247, -0.213, -0.458, 0.188, -0.260, -0.088, 0.397, -0.233, 0.215, 0.280, 0.188, 0.230]}



# 3
{"formula": "C3H5N3O", "method": "ωB97M-V/def2-TZVPD", "lumo_ev": 0.31, "de_lowest_ev": 6.638, "total_energy_ev": -9703.946, "e_homo_ev": -7.75, "charge": 0, "smiles": "N/C(=N/[O-])C1=C[NH2+]1", "species": ["H", "H", "H", "H", "N", "N", "H", "C", "C", "C", "O", "N"], "positions_angstrom": [[2.6784, 0.5458, 0.3752], [-2.3910, -0.7717, -0.8359], [0.3784, 2.0953, 0.8297], [-2.3900, -0.8091, 0.7872], [-0.1454, -2.0909, -0.0347], [0.6344, 1.6200, -0.0346], [0.4158, 2.1590, -0.8688], [-0.5449, -0.7762, -0.0204], [1.7204, 0.5638, -0.1119], [0.4781, 0.1422, -0.0542], [1.0833, -2.2747, -0.0159], [-1.9175, -0.4034, -0.0157]], "forces_ev_per_angstrom": [[-0.09, 0.07, -0.14], [0.06, 0.10, 0.06], [0.03, -0.15, -0.09], [0.07, 0.13, -0.07], [0.11, 0.24, 0.01], [-0.31, 0.43, 0.00], [0.03, -0.14, 0.13], [0.20, -0.09, 0.00], [-0.08, -0.20, 0.14], [0.28, -0.05, -0.04], [-0.26, -0.11, 0.02], [-0.05, -0.23, -0.03]], "nbo_charge": [0.244, 0.367, 0.395, 0.368, 0.047, -0.567, 0.399, 0.011, -0.185, 0.195, -0.436, -0.837]}



# 4
{"formula": "C3H5N3O", "method": "ωB97M-V/def2-TZVPD", "lumo_ev": 0.68, "de_lowest_ev": 2.634, "total_energy_ev": -9707.950, "e_homo_ev": -8.84, "charge": 0, "species": ["H", "N", "H", "N", "C", "C", "N", "H", "H", "C", "O", "H"], "positions_angstrom": [[1.8129, -1.2592, -1.3720], [1.3359, 0.1589, 0.1453], [0.2785, 2.4504, 1.0555], [-0.0715, 1.6138, 1.5082], [1.0441, -0.7205, -0.8384], [0.0618, 0.4899, 0.6760], [-0.9599, -0.1083, 0.0149], [0.8597, -0.3306, 1.2623], [-1.0452, 1.7416, 1.7557], [-0.3463, -0.8540, -0.9017], [-1.0138, -1.6544, -1.7451], [-1.9560, -1.5277, -1.5607]], "forces_ev_per_angstrom": [[-0.12, 0.06, 0.06], [-0.18, -0.02, 0.02], [-0.01, -0.08, 0.05], [-0.11, 0.05, -0.08], [-0.02, -0.06, -0.07], [-0.13, 0.20, -0.12], [0.26, -0.07, -0.02], [0.09, -0.14, 0.08], [0.11, -0.01, -0.01], [0.18, 0.10, 0.10], [-0.18, 0.04, 0.07], [0.10, -0.06, -0.07]], "nbo_charge": [0.220, -0.407, 0.382, -0.815, -0.187, 0.303, -0.528, 0.353, 0.386, 0.452, -0.652, 0.494]}



# 5
{"formula": "C3H5N3O", "method": "ωB97M-V/def2-TZVPD", "lumo_ev": 0.86, "de_lowest_ev": 2.510, "total_energy_ev": -9708.074, "e_homo_ev": -10.19, "charge": 0, "smiles": "OCc1nc[nH]n1", "species": ["O", "N", "N", "H", "H", "C", "C", "N", "C", "H", "H", "H"], "positions_angstrom": [[1.0218, 0.7147, -2.1402], [-0.3505, -1.3636, 1.5108], [-0.7100, -1.0435, -0.0833], [0.5969, -0.0945, 2.9397], [0.9901, -0.1126, -2.6380], [-0.1898, 0.1418, -0.1083], [-0.1919, 0.8766, -1.4475], [0.3691, 0.6851, 1.0079], [0.2392, -0.2535, 1.9199], [-1.0607, 0.6201, -2.0732], [-0.4506, -2.0890, 2.2541], [-0.2636, 1.9183, -1.1418]], "forces_ev_per_angstrom": [[0.12, -0.17, -0.24], [-0.06, 0.88, -1.21], [0.60, -1.46, 3.74], [-0.17, -0.27, -0.28], [0.01, 0.14, 0.20], [-0.10, -0.19, -0.54], [-0.25, 0.19, 0.69], [0.06, 0.12, -0.05], [0.10, 0.53, -0.40], [0.22, -0.07, 0.37], [-0.56, 0.11, -1.92], [0.02, 0.19, -0.36]], "nbo_charge": [-0.695, -0.479, -0.227, 0.205, 0.472, 0.292, -0.094, -0.528, 0.243, 0.185, 0.423, 0.203]}



# 6
{"formula": "C3H5N3O", "method": "ωB97M-V/def2-TZVPD", "lumo_ev": 0.90, "de_lowest_ev": 2.336, "total_energy_ev": -9708.248, "e_homo_ev": -9.13, "charge": 0, "smiles": "Nc1conc1N", "species": ["C", "N", "H", "H", "H", "N", "N", "C", "O", "C", "H", "H"], "positions_angstrom": [[-0.5318, 0.6178, 0.3417], [-0.3619, 0.8881, 1.7040], [-0.0366, -0.9209, -2.4796], [-1.2085, 1.1527, 2.1861], [2.0733, -1.2458, -0.4742], [-1.4671, 1.1084, -0.4381], [1.3604, -1.0424, 0.2155], [-0.2581, -0.3567, -1.5870], [-1.2908, 0.4934, -1.6671], [0.2842, -0.3318, -0.3501], [1.0363, -1.8963, 0.6607], [0.4005, 1.5334, 1.8882]], "forces_ev_per_angstrom": [[-0.04, -0.14, -0.18], [-0.15, 0.18, -0.02], [0.02, 0.05, 0.03], [0.02, 0.26, -0.19], [-0.10, -0.16, 0.15], [0.29, -0.13, 0.54], [0.09, -0.07, -0.07], [0.04, -0.01, -0.05], [-0.02, 0.04, 0.09], [-0.20, 0.06, -0.28], [0.25, 0.16, -0.03], [-0.19, -0.25, 0.03]], "nbo_charge": [0.279, -0.834, 0.204, 0.387, 0.373, -0.156, -0.823, 0.101, -0.280, -0.016, 0.377, 0.388]}



# 7
{"formula": "C3H5N3O", "method": "ωB97M-V/def2-TZVPD", "lumo_ev": [0.16, 0.16], "de_lowest_ev": 4.999, "total_energy_ev": -9705.585, "e_homo_ev": [-8.94, -8.95], "charge": 0, "species": ["C", "C", "H", "O", "N", "N", "H", "N", "H", "H", "C", "H"], "positions_angstrom": [[-1.2942, 0.8080, 0.0268], [0.7491, 0.0937, -0.0551], [-1.9712, 0.3636, 0.7693], [0.7362, -1.8621, 0.1450], [-1.0849, -0.1236, -1.1001], [0.1131, -0.5846, -1.1486], [2.0334, -0.8109, 1.4216], [0.0297, 0.9333, 0.5796], [-1.7605, -0.4203, -1.7897], [2.6304, -1.0404, -0.2710], [1.7465, -0.9287, 0.3711], [-1.7152, 1.7529, -0.3320]], "forces_ev_per_angstrom": [[-0.18, 0.08, 0.00], [-0.03, 0.19, 0.26], [0.04, 0.11, -0.08], [0.00, -0.28, 0.03], [0.19, -0.21, -0.08], [-0.37, 0.28, -0.03], [-0.04, -0.03, -0.15], [0.16, -0.27, -0.17], [0.08, 0.04, 0.09], [-0.12, 0.03, 0.06], [0.20, 0.17, 0.06], [0.08, -0.11, 0.01]], "nbo_charge": [-0.100, 0.370, 0.203, -0.565, -0.331, 0.011, 0.199, -0.456, 0.408, 0.174, -0.119, 0.206]}



# 8
{"formula": "C3H5N3O", "method": "ωB97M-V/def2-TZVPD", "lumo_ev": 0.75, "de_lowest_ev": 1.926, "total_energy_ev": -9708.658, "e_homo_ev": -9.61, "charge": 0, "smiles": "[H]/N=C/N(C=O)/C=N/[H]", "species": ["H", "N", "H", "H", "C", "C", "C", "H", "H", "O", "N", "N"], "positions_angstrom": [[-1.5289, 1.6027, 0.9609], [1.1340, -1.6088, -0.5458], [0.9834, -2.6406, -0.5998], [0.3940, 2.2147, 0.3395], [-1.4056, 0.5248, 0.5414], [0.7795, 1.2268, 0.0125], [0.0493, -1.1060, -0.1603], [2.5720, 1.7323, -0.2572], [-0.8280, -1.7184, -0.0497], [-2.3176, -0.2287, 0.3847], [1.9496, 0.9414, -0.3779], [-0.1681, 0.2054, 0.0905]], "forces_ev_per_angstrom": [[0.33, -1.56, -0.47], [0.60, -1.28, -0.09], [0.22, 1.02, -0.10], [0.21, -0.56, -0.10], [-1.41, 1.82, -0.10], [1.22, -0.23, 0.02], [0.34, -2.45, -0.84], [-0.05, 0.31, -0.31], [-0.47, 0.15, 0.36], [-1.31, -0.11, 0.70], [-0.28, 0.67, 0.52], [0.60, 2.21, 0.42]], "nbo_charge": [0.126, -0.587, 0.339, 0.164, 0.555, 0.261, 0.242, 0.346, 0.193, -0.554, -0.588, -0.497]}



# 9
{"formula": "C3H5N3O", "method": "ωB97M-V/def2-TZVPD", "lumo_ev": 0.32, "de_lowest_ev": 4.424, "total_energy_ev": -9706.160, "e_homo_ev": -8.91, "charge": 0, "species": ["H", "H", "N", "H", "H", "C", "C", "N", "C", "H", "N", "O"], "positions_angstrom": [[-1.7878, 0.0282, 0.4260], [-2.3795, -1.5558, 0.2522], [-0.5693, 1.4289, -0.2970], [2.5542, -1.1976, -0.4081], [1.1654, 2.0020, -1.3139], [1.6425, 0.3716, -0.0599], [0.6538, 1.2923, -0.6450], [-1.8915, -0.9014, 0.8515], [-0.6753, -1.3285, 1.2266], [-0.9774, 2.2557, -0.7329], [0.3949, -1.6417, 1.5695], [1.8938, -0.6365, -0.8494]], "forces_ev_per_angstrom": [[-0.01, -0.06, 0.04], [0.04, 0.03, 0.13], [0.39, 0.04, -0.18], [-0.11, 0.07, -0.10], [-0.03, 0.03, 0.03], [-0.12, -0.10, -0.34], [-0.15, 0.11, 0.15], [0.07, 0.01, -0.09], [1.31, -0.45, 0.39], [0.07, -0.15, -0.01], [-1.42, 0.28, -0.35], [-0.03, 0.20, 0.34]], "nbo_charge": [0.442, 0.398, -0.685, 0.510, 0.176, 0.296, -0.009, -0.865, 0.441, 0.351, -0.436, -0.620]}



# 10
{"formula": "C3H5N3O", "method": "ωB97M-V/def2-TZVPD", "lumo_ev": 0.46, "de_lowest_ev": 2.492, "total_energy_ev": -9708.092, "e_homo_ev": -8.71, "charge": 0, "smiles": "Cc1n[nH]c(=O)[nH]1", "species": ["O", "H", "H", "H", "N", "N", "H", "C", "N", "C", "C", "H"], "positions_angstrom": [[0.2375, -0.1274, -3.2096], [-1.6010, -0.1293, 1.8029], [1.3132, 1.9909, -1.3321], [-0.8190, -1.6681, -0.4539], [-0.1620, -0.9013, -0.6596], [0.6882, 0.9949, 0.1793], [-0.3511, -1.3288, 2.1864], [-0.5203, -0.3203, 1.7971], [1.0419, 1.0203, -1.1375], [0.0505, -0.1174, 0.4174], [0.1719, 0.1824, -2.0600], [-0.0498, 0.4041, 2.4696]], "forces_ev_per_angstrom": [[-0.70, 0.92, 2.17], [0.19, -0.08, -0.09], [-0.39, -0.71, -0.83], [0.21, 0.62, -1.08], [-0.20, 1.02, -1.04], [0.00, -0.69, 0.49], [0.02, 0.10, -0.13], [0.05, -0.08, -0.08], [-1.80, -0.37, -1.73], [0.03, 0.87, -0.05], [2.65, -1.43, 2.55], [-0.06, -0.18, -0.18]], "nbo_charge": [-0.520, 0.227, 0.410, 0.402, -0.692, -0.330, 0.221, -0.659, -0.451, 0.360, 0.787, 0.247]}